(1)
The following is a quantum chemistry calculation of an isolated ion of composition C24H41N2O2 and charge +1, from OMol25.

Geometry as XYZ:
```
69
Properties=species:S:1:pos:R:3:mulliken_charge:R:1
C 1.52 5.53 5.22 -1.970
H 1.44 6.07 4.27 0.379
H 2.03 6.18 5.93 0.492
H 0.53 5.33 5.60 0.415
C 2.33 4.23 5.04 1.740
C 3.78 4.63 4.76 -1.893
H 3.87 5.14 3.80 0.385
H 4.44 3.76 4.74 0.400
H 4.14 5.29 5.54 0.485
C 2.27 3.44 6.34 -1.919
H 2.64 4.06 7.16 0.496
H 1.26 3.14 6.58 0.364
H 2.90 2.55 6.29 0.382
C 1.76 3.43 3.83 0.473
C 2.51 2.12 3.57 -0.938
H 3.58 2.30 3.46 0.372
C 2.00 1.44 2.30 -0.763
C 0.51 1.14 2.44 -0.060
C -0.25 2.45 2.67 -0.799
C 0.27 3.13 3.94 -0.927
H -0.30 4.04 4.09 0.433
H 0.08 2.47 4.79 0.244
H -0.10 3.12 1.82 0.419
H -1.32 2.24 2.76 0.329
H 0.36 0.49 3.31 0.146
O -0.02 0.34 1.38 -0.241
C -0.03 0.89 0.09 -0.856
C -0.55 -0.21 -0.84 0.869
O -0.41 0.16 -2.21 -0.602
H -0.77 1.05 -2.33 0.358
H 0.09 -1.09 -0.71 0.058
C -2.01 -0.56 -0.48 -1.360
N -2.64 -1.62 -1.23 0.183
C -2.07 -2.94 -1.17 -1.124
C -1.00 -3.18 -2.27 -0.425
N -1.16 -2.19 -3.36 0.233
H -0.85 -1.26 -2.98 0.224
C -2.59 -2.03 -3.68 -0.514
C -3.29 -1.34 -2.49 -0.941
H -4.32 -1.70 -2.44 0.403
H -3.32 -0.26 -2.64 0.410
H -2.69 -1.43 -4.58 0.389
H -3.01 -3.02 -3.87 0.438
C -0.29 -2.48 -4.54 -1.124
C -0.62 -3.79 -5.20 0.589
C 0.06 -4.95 -4.84 -0.270
C -0.25 -6.16 -5.45 -0.692
C -1.23 -6.22 -6.42 -0.456
C -1.90 -5.06 -6.80 -0.727
C -1.60 -3.86 -6.19 -0.269
H -2.11 -2.96 -6.51 0.406
H -2.66 -5.10 -7.57 0.402
H -1.47 -7.16 -6.90 0.401
H 0.29 -7.05 -5.17 0.400
H 0.84 -4.91 -4.10 0.449
H -0.41 -1.66 -5.24 0.586
H 0.74 -2.49 -4.19 0.532
H -1.12 -4.18 -2.70 0.507
H 0.01 -3.10 -1.87 0.413
H -2.89 -3.65 -1.30 0.404
H -1.64 -3.10 -0.19 0.407
H -2.63 0.33 -0.59 0.289
H -2.01 -0.83 0.58 0.341
H -0.68 1.77 0.03 0.372
H 0.98 1.18 -0.23 0.356
H 2.55 0.51 2.12 0.332
H 2.17 2.11 1.45 0.395
H 2.36 1.44 4.41 0.302
H 1.90 4.07 2.95 0.473
```

Results
* lowest unoccupied orbital energy: -2.2883 eV
* net charge: +1
* HOMO level: -11.618 eV
* ΔE to the lowest compared entry with this formula, charge and spin: 32.1 kJ/mol
* HOMO-LUMO gap: 9.3 eV
* structure (SMILES): CC(C)(C)[C@H]1CC[C@H](OC[C@H](O)CN2CC[NH+](Cc3ccccc3)CC2)CC1

---

(2)
The following is a quantum chemistry calculation of a 5-piece molecular cluster, C24H42BN6O11 overall, from OMol25.

Geometry as XYZ:
```
84
Properties=species:S:1:pos:R:3:mulliken_charge:R:1
C -3.30 0.03 -2.68 -0.383
O -3.41 -1.19 -1.90 -0.578
B -3.10 -1.03 -0.59 0.719
O -3.79 -0.24 0.27 -0.433
C -1.85 -1.95 -0.10 -0.785
C -0.54 -1.53 0.01 -0.539
C 0.45 -2.41 0.41 0.707
C 1.87 -1.91 0.51 -0.184
O 2.04 -0.83 0.98 -0.365
O 2.86 -2.70 0.11 -0.398
C 3.09 -2.67 -1.33 -0.827
C 2.92 -1.28 -1.94 0.143
C 3.38 -1.23 -3.41 -0.311
C 2.79 -2.32 -4.24 0.234
O 3.17 -3.46 -4.23 -0.492
O 1.77 -1.94 -5.09 -0.490
C 0.10 -3.73 0.68 0.728
O 1.07 -4.67 1.06 -0.442
C 1.24 -5.55 0.11 0.443
N 1.39 -6.28 -0.75 -0.372
C -1.20 -4.14 0.59 -0.274
N -2.13 -3.23 0.21 0.244
H -3.34 -0.26 -3.73 0.266
H -4.15 0.67 -2.47 0.341
H -2.36 0.55 -2.51 -0.013
H -4.30 -0.79 0.88 0.199
H -0.25 -0.51 -0.20 0.962
H 2.49 -3.41 -1.86 0.534
H 4.13 -2.97 -1.47 0.344
H 1.89 -0.93 -1.93 0.008
H 3.54 -0.56 -1.41 0.170
H 3.01 -0.28 -3.80 0.287
H 4.46 -1.19 -3.49 0.423
H 0.92 -2.20 -4.74 0.305
H -1.52 -5.14 0.81 0.522
H -3.09 -3.55 0.15 0.284
C -0.80 1.67 1.21 0.468
O -1.40 1.74 0.14 -0.636
N -0.69 2.66 2.10 0.155
C 0.05 2.50 3.34 -0.944
C -1.32 3.94 1.81 -0.717
H -0.28 0.75 1.52 0.068
H -0.61 2.67 4.19 0.348
H 0.87 3.22 3.38 0.354
H 0.47 1.50 3.40 0.285
H -2.40 3.80 1.69 0.292
H -0.93 4.35 0.88 0.045
H -1.14 4.63 2.63 0.397
C 2.07 3.20 -2.71 0.094
O 2.32 2.07 -3.10 -0.615
N 0.83 3.74 -2.70 0.183
C 0.56 5.07 -2.22 -0.833
C -0.25 2.91 -3.21 -0.700
H 2.84 3.88 -2.31 0.320
H -0.15 5.03 -1.39 0.190
H 0.13 5.68 -3.02 0.371
H 1.48 5.55 -1.88 0.293
H -0.30 2.00 -2.61 -0.131
H -0.05 2.64 -4.24 0.396
H -1.20 3.45 -3.15 0.392
C 6.50 0.64 -0.23 0.029
O 5.62 0.98 -0.99 -0.563
N 6.29 0.03 0.95 0.210
C 7.37 -0.38 1.82 -0.917
C 4.91 -0.24 1.33 -0.825
H 7.57 0.81 -0.45 0.295
H 7.34 -1.46 1.97 0.322
H 7.27 0.11 2.79 0.323
H 8.33 -0.11 1.39 0.301
H 4.44 -0.85 0.58 0.010
H 4.36 0.70 1.40 0.348
H 4.88 -0.75 2.29 0.391
C -5.67 -0.69 3.35 0.191
O -5.27 -1.74 2.85 -0.705
N -6.95 -0.31 3.38 0.118
C -7.36 0.94 3.99 -0.909
C -7.95 -1.17 2.78 -0.915
H -4.99 0.03 3.83 0.290
H -8.06 0.74 4.80 0.353
H -7.85 1.58 3.25 0.347
H -6.50 1.47 4.39 0.289
H -7.95 -2.14 3.27 0.305
H -7.73 -1.32 1.72 0.262
H -8.93 -0.72 2.89 0.391
```

Results
* lowest unoccupied orbital energy: -4.6627 eV
* net charge: +1
* HOMO level: -10.953 eV
* HOMO-LUMO gap: 6.3 eV

---

(3)
The following is a quantum chemistry calculation of C24H42Cl3CrN4O3SSi as an isolated structure, from OMol25.

Geometry as XYZ:
```
79
Properties=species:S:1:pos:R:3:mulliken_spin:R:1
C 4.92 1.43 -1.68 0.000
C 3.48 1.76 -1.96 0.000
H 5.12 0.51 -2.25 0.000
H 5.20 1.29 -0.61 0.000
H 5.59 2.22 -2.09 0.000
C 3.17 2.61 -2.96 0.001
C 4.11 3.56 -3.65 0.000
H 2.18 2.57 -3.44 0.000
H 4.73 2.99 -4.34 0.000
H 4.80 4.15 -3.05 0.000
H 3.45 4.20 -4.28 0.000
Cr 0.05 -2.12 2.81 3.940
Cl -0.04 -1.01 4.87 0.015
Cl 0.62 -4.11 1.97 0.061
H -4.56 -5.08 2.96 0.000
H -2.83 -5.05 5.39 -0.001
C -3.63 -4.94 2.42 0.003
C -2.35 -5.42 4.48 0.000
N -2.64 -4.51 3.39 0.001
H -3.73 -4.14 1.70 -0.001
C -2.07 -3.31 3.34 0.033
O -2.36 -2.37 2.52 0.008
H -1.27 -5.47 4.69 0.002
H -1.22 -3.20 4.11 -0.042
H -3.33 -5.88 1.95 0.001
H -2.75 -6.42 4.24 0.000
H -0.33 -1.41 -3.28 0.000
H -1.45 1.83 -2.62 0.000
C -1.42 -1.21 -3.38 0.000
C -2.24 1.09 -2.84 0.000
N -1.89 -0.24 -2.40 0.000
H -1.93 -2.17 -3.20 0.000
C -2.10 -0.67 -1.13 0.001
O -1.97 -1.82 -0.74 0.000
H -3.13 1.39 -2.28 0.000
H -2.39 0.16 -0.45 -0.001
H -1.64 -0.82 -4.39 0.000
H -2.42 1.09 -3.92 0.000
O 1.96 -0.26 -1.52 -0.006
C 2.43 1.04 -1.08 0.017
C 0.55 2.70 -1.62 -0.002
C 1.32 2.03 -0.65 -0.012
H 0.62 2.42 -2.67 0.000
C -0.27 3.76 -1.29 0.001
H 2.96 0.78 -0.16 0.001
C 1.19 2.43 0.69 -0.009
H -0.89 4.25 -2.03 0.000
C -0.32 4.22 0.02 0.001
C 0.42 3.56 1.01 -0.009
H 1.69 1.91 1.50 0.027
H -0.96 5.06 0.29 0.000
H 0.35 3.88 2.04 0.000
Si 2.57 -1.68 -2.11 0.002
Cl 0.63 -0.28 2.03 -0.023
C 1.18 -2.88 -1.80 -0.010
C 3.59 -2.21 -0.61 -0.002
C 3.62 -1.59 -3.61 0.000
H 0.37 -2.41 -1.23 0.008
H 1.64 -3.67 -1.18 0.003
H 0.79 -3.38 -2.69 0.000
H 3.13 -1.37 -4.57 0.000
H 4.19 -2.52 -3.74 0.000
H 4.34 -0.78 -3.47 0.000
H 2.90 -2.75 0.06 0.004
H 4.04 -1.34 -0.11 0.001
H 4.34 -2.89 -1.05 0.000
C -3.67 3.71 1.94 0.000
N -3.38 2.58 2.82 0.001
C -3.67 2.48 4.17 0.001
C -2.99 1.40 4.63 0.002
N -2.26 0.87 3.58 0.010
C -2.47 1.62 2.44 0.001
S -1.70 1.59 0.97 0.003
H -2.85 4.44 2.00 0.000
H -3.74 3.32 0.91 0.000
H -4.61 4.17 2.24 0.000
H -4.28 3.21 4.68 0.000
H -2.90 0.98 5.63 -0.001
H -1.54 0.13 3.65 -0.028
```

Results
* lowest unoccupied orbital energy (alpha / beta): 2.6123 / 2.6120 eV
* net charge: -1
* HOMO level (alpha / beta): -4.055 / -4.056 eV
* ΔE to the lowest compared entry with this formula, charge and spin: 210.6 kJ/mol
* spin multiplicity: 5
* HOMO-LUMO gap (alpha / beta): 6.7 / 6.7 eV
* <S²>: 6.018

---

(4)
The following is a quantum chemistry calculation of C24H42Cl3ErN4O3Si as an isolated structure, from OMol25.

Geometry as XYZ:
```
78
Properties=species:S:1:pos:R:3:mulliken_spin:R:1
C -1.46 -2.16 -3.68 0.000
C -1.02 -3.13 -2.62 0.000
H -1.32 -2.55 -4.70 0.000
H -0.92 -1.20 -3.61 0.000
H -2.53 -1.94 -3.55 0.000
C -0.48 -4.33 -2.87 0.000
C -0.29 -4.92 -4.23 0.000
H -0.16 -4.98 -2.05 0.000
H -0.37 -4.18 -5.04 0.000
H -1.04 -5.70 -4.41 0.000
H 0.69 -5.39 -4.29 0.000
Er 0.04 0.43 -0.38 3.067
Cl -2.47 0.72 -0.18 -0.004
Cl 0.41 1.61 -2.52 -0.003
H 0.73 4.94 3.30 0.000
H -1.36 5.93 2.23 0.000
C 1.06 4.60 2.31 0.000
C -0.99 5.56 1.27 0.000
N -0.11 4.42 1.46 0.000
H 1.61 3.66 2.38 0.000
C -0.31 3.28 0.81 0.000
O 0.50 2.31 0.84 -0.003
H -1.84 5.26 0.64 0.000
H -1.24 3.19 0.24 -0.001
H 1.71 5.38 1.88 0.000
H -0.45 6.38 0.77 0.000
H 1.32 -1.62 -3.24 0.000
H 2.57 -3.95 -2.01 0.000
C 2.34 -1.25 -3.07 0.001
C 3.39 -3.22 -1.98 0.000
N 2.89 -1.86 -1.86 0.000
H 2.31 -0.16 -2.96 0.000
C 2.88 -1.24 -0.67 0.000
O 2.33 -0.13 -0.45 -0.002
H 4.02 -3.45 -1.11 0.000
H 3.41 -1.79 0.11 0.000
H 2.96 -1.55 -3.92 0.000
H 3.97 -3.33 -2.90 0.000
O -0.18 -1.60 -1.06 -0.048
C -1.15 -2.57 -1.21 -0.003
C 0.17 -4.17 0.22 0.000
C -1.06 -3.59 -0.08 0.000
H 1.04 -3.86 -0.37 0.000
C 0.26 -5.11 1.25 0.000
H -2.14 -2.11 -1.15 0.000
C -2.18 -3.89 0.70 0.000
H 1.25 -5.50 1.53 0.000
C -0.90 -5.56 1.90 0.000
C -2.12 -4.93 1.63 0.000
H -3.09 -3.31 0.54 0.000
H -0.84 -6.37 2.63 0.000
H -3.03 -5.26 2.14 0.000
Si -0.43 4.12 -4.77 0.000
Cl -0.71 2.21 -5.52 0.000
C 1.41 4.39 -4.50 0.000
C -1.67 4.37 -3.39 0.000
C -0.87 5.37 -6.13 0.000
H 1.86 3.60 -3.89 0.000
H 1.60 5.36 -4.02 0.000
H 1.90 4.41 -5.49 0.000
H -0.15 5.29 -6.96 0.000
H -0.82 6.39 -5.73 0.000
H -1.88 5.19 -6.52 0.000
H -1.57 3.63 -2.58 0.000
H -2.68 4.27 -3.81 0.000
H -1.59 5.37 -2.95 0.000
C -1.43 0.65 3.36 0.000
C -0.45 -0.42 3.08 0.000
N 0.25 -0.65 1.97 -0.003
C 1.05 -1.77 2.21 -0.001
C 0.80 -2.23 3.48 0.000
N -0.13 -1.35 4.01 0.000
H -2.11 0.31 4.16 0.000
H -0.92 1.56 3.70 0.000
H -1.99 0.88 2.45 0.000
H 1.75 -2.15 1.49 0.000
H 1.20 -3.08 4.00 0.000
H -0.54 -1.39 4.94 0.000
```

Results
* lowest unoccupied orbital energy (alpha / beta): 0.2920 / 0.2921 eV
* HOMO level (alpha / beta): -7.994 / -7.997 eV
* spin multiplicity: 4
* HOMO-LUMO gap (alpha / beta): 8.3 / 8.3 eV
* <S²>: 3.752

---

(5)
The following is a quantum chemistry calculation of C24H42Cl3EuN4O3Si as an isolated structure, from OMol25.

Geometry as XYZ:
```
78
Properties=species:S:1:pos:R:3:mulliken_spin:R:1
C 2.23 3.92 0.21 -0.001
C 2.34 3.25 1.54 -0.006
H 2.18 5.02 0.28 0.000
H 1.32 3.55 -0.32 0.003
H 3.10 3.69 -0.44 0.000
C 2.48 3.86 2.73 0.001
C 2.52 5.34 2.95 0.000
H 2.63 3.26 3.63 0.000
H 2.32 5.93 2.04 0.000
H 3.50 5.64 3.34 0.000
H 1.78 5.62 3.71 0.000
Eu -0.30 0.30 -0.39 6.973
Cl 1.89 -0.74 -1.44 0.001
Cl -1.22 2.07 -2.07 0.009
H -2.75 -4.44 -3.04 0.000
H -1.34 -3.58 -5.13 0.000
C -2.92 -3.38 -2.83 0.001
C -1.60 -2.58 -4.78 -0.001
N -1.81 -2.57 -3.34 0.002
H -3.00 -3.22 -1.75 0.000
C -1.12 -1.78 -2.51 0.007
O -1.42 -1.65 -1.31 0.010
H -0.79 -1.89 -5.06 0.000
H -0.24 -1.23 -2.94 -0.001
H -3.86 -3.10 -3.33 0.000
H -2.51 -2.28 -5.30 0.000
H -0.65 3.67 1.27 -0.002
H -0.37 3.14 3.82 0.000
C -1.69 3.31 1.34 0.007
C -1.44 2.90 3.78 0.000
N -1.79 2.38 2.47 0.002
H -1.96 2.83 0.39 -0.001
C -2.00 1.07 2.29 0.002
O -2.13 0.52 1.18 0.002
H -1.65 2.13 4.53 0.000
H -2.05 0.50 3.24 0.000
H -2.35 4.16 1.53 0.000
H -2.03 3.79 4.00 0.000
O 0.82 1.47 1.25 -0.013
C 2.14 1.75 1.44 0.004
C 1.85 0.64 3.74 0.001
C 2.67 0.93 2.64 -0.006
H 0.81 0.98 3.76 0.000
C 2.39 -0.06 4.82 0.000
H 2.74 1.44 0.57 0.000
C 3.99 0.50 2.59 0.000
H 1.79 -0.23 5.72 0.000
C 3.72 -0.50 4.78 0.000
C 4.53 -0.21 3.67 0.000
H 4.58 0.80 1.73 0.000
H 4.15 -1.04 5.61 0.000
H 5.57 -0.51 3.63 0.000
Si -2.09 3.94 -5.32 0.001
Cl -1.07 5.28 -4.06 0.000
C -3.77 3.72 -4.52 0.000
C -0.88 2.53 -5.45 -0.001
C -2.47 4.54 -7.07 0.000
H -3.65 3.52 -3.45 0.000
H -4.31 2.87 -4.97 0.000
H -4.39 4.62 -4.65 0.000
H -3.17 5.38 -7.12 0.000
H -2.94 3.71 -7.62 0.000
H -1.58 4.82 -7.64 0.000
H -0.60 2.23 -4.42 0.000
H 0.05 2.83 -5.96 0.000
H -1.29 1.63 -5.94 0.000
C 1.17 -5.29 1.83 0.000
N 0.75 -3.89 2.00 0.000
C 0.31 -3.32 3.18 0.000
C -0.01 -2.02 2.90 0.002
N 0.24 -1.78 1.56 0.001
C 0.71 -2.91 1.04 0.003
H 2.03 -5.52 2.47 0.000
H 0.36 -5.97 2.10 0.000
H 1.44 -5.44 0.78 0.000
H 0.26 -3.87 4.10 0.000
H -0.39 -1.26 3.57 0.000
H 1.05 -3.07 0.01 -0.001
```

Results
* lowest unoccupied orbital energy (alpha / beta): 2.4197 / 2.4177 eV
* net charge: -1
* HOMO level (alpha / beta): -1.922 / -4.651 eV
* ΔE to the lowest compared entry with this formula, charge and spin: 0.0 kJ/mol
* spin multiplicity: 8
* HOMO-LUMO gap (alpha / beta): 4.3 / 7.1 eV
* <S²>: 15.759

---

(6)
The following is a quantum chemistry calculation of C24H42NP3SeV as an isolated structure, from OMol25.

Geometry as XYZ:
```
72
Properties=species:S:1:pos:R:3:mulliken_spin:R:1
V -0.23 -0.90 -0.16 2.153
P 0.08 1.45 0.81 -0.098
P -2.38 0.00 -0.54 -0.091
P 2.10 -0.72 -0.66 -0.108
H -1.63 -2.60 -4.23 0.000
C -0.83 -3.14 -3.73 0.007
C -0.50 -2.92 -2.47 -0.030
H -0.84 -1.95 -2.04 0.062
C 0.34 3.19 0.29 -0.020
C -1.14 2.06 2.06 0.001
C 1.55 1.67 1.91 0.004
C -3.17 -1.04 -1.85 -0.002
C -3.42 -0.36 0.93 0.013
C -2.96 1.63 -1.11 0.004
C 2.44 -1.94 -1.99 0.003
C 3.03 -1.21 0.83 0.011
C 2.97 0.77 -1.29 0.014
H -0.27 -3.88 -4.29 0.000
H 0.20 -3.64 -1.98 -0.004
H 0.46 3.79 1.20 -0.003
H -0.50 3.58 -0.28 0.001
H 1.27 3.26 -0.28 0.001
H -0.74 2.99 2.48 -0.002
H -1.27 1.34 2.87 0.002
H -2.09 2.33 1.61 0.000
H 1.47 2.66 2.38 -0.002
H 2.49 1.67 1.35 0.001
H 1.59 0.94 2.71 0.002
H -4.25 -0.79 -1.95 -0.002
H -3.02 -2.11 -1.62 0.002
H -2.61 -0.75 -2.77 0.000
H -4.49 -0.17 0.74 -0.002
H -3.05 0.26 1.76 -0.002
H -3.30 -1.42 1.21 0.000
H -4.04 1.66 -1.31 -0.002
H -2.47 1.86 -2.07 0.002
H -2.71 2.43 -0.41 0.000
H 3.54 -1.97 -2.16 -0.002
H 1.94 -1.55 -2.89 0.001
H 2.06 -2.94 -1.71 -0.002
H 4.06 -1.46 0.55 -0.003
H 2.59 -2.09 1.34 0.000
H 3.05 -0.36 1.52 -0.001
H 3.95 0.42 -1.67 -0.002
H 3.14 1.53 -0.51 0.002
H 2.39 1.17 -2.14 -0.004
C 0.15 1.20 -5.11 -0.002
C 0.19 -0.22 -4.91 -0.009
C 0.39 -1.03 -6.06 -0.001
C 0.67 -0.43 -7.31 0.001
C 1.04 0.93 -7.37 0.000
C 0.96 1.72 -6.20 0.001
Se -0.86 2.21 -3.89 0.003
H -0.40 1.38 -2.72 0.020
H -0.04 -0.80 -3.97 0.012
H 0.32 -2.14 -5.97 0.000
H 0.73 -1.14 -8.17 0.000
H 1.44 1.29 -8.32 0.000
H 1.49 2.67 -6.17 0.000
N -0.19 -1.06 1.68 -0.110
C -0.08 -0.97 2.85 0.116
C -0.09 -1.23 4.19 -0.012
C -1.34 -1.07 4.80 0.029
C -1.29 -0.67 6.14 -0.009
C -0.03 -0.63 6.78 0.037
C 1.20 -0.92 6.15 -0.009
C 1.18 -1.33 4.84 0.030
H -2.25 -1.35 4.27 -0.001
H -2.21 -0.26 6.60 0.000
H 0.00 -0.32 7.82 0.001
H 2.16 -0.74 6.62 0.000
H 2.01 -1.75 4.26 0.000
```

Results
* lowest unoccupied orbital energy (alpha / beta): -11.1392 / -10.4609 eV
* net charge: +3
* HOMO level (alpha / beta): -15.047 / -15.046 eV
* spin multiplicity: 3
* HOMO-LUMO gap (alpha / beta): 3.9 / 4.6 eV
* <S²>: 2.058